{
  "formula": "C42H94N4O7",
  "method": "ωB97M-V/def2-TZVPD",
  "orbital_gap_ev": 8.0,
  "largest_force_ev_per_a": 1.60,
  "total_energy_ev": -65368.94326,
  "smiles": "CC1(C)CCCC(C)(C)N1O.CC1(C)CCCC(C)(C)N1O.CC1(C)CCCC(C)(C)N1O.CC1(C)CCCC(C)(C)N1O.CC(C)O.CC(C)O.O",
  "homo_energy_ev": -7.62,
  "symbols": ["C", "C", "C", "C", "C", "C", "C", "C", "C", "N", "O", "H", "H", "H", "H", "H", "H", "H", "H", "H", "H", "H", "H", "H", "H", "H", "H", "H", "H", "H", "C", "C", "C", "C", "C", "C", "C", "C", "C", "N", "O", "H", "H", "H", "H", "H", "H", "H", "H", "H", "H", "H", "H", "H", "H", "H", "H", "H", "H", "H", "C", "C", "C", "C", "C", "C", "C", "C", "C", "N", "O", "H", "H", "H", "H", "H", "H", "H", "H", "H", "H", "H", "H", "H", "H", "H", "H", "H", "H", "H", "C", "C", "C", "C", "C", "C", "C", "C", "C", "N", "O", "H", "H", "H", "H", "H", "H", "H", "H", "H", "H", "H", "H", "H", "H", "H", "H", "H", "H", "H", "C", "C", "C", "O", "H", "H", "H", "H", "H", "H", "H", "H", "C", "C", "C", "O", "H", "H", "H", "H", "H", "H", "H", "H", "O", "H", "H"],
  "xyz": [[-0.387, -2.381, -2.255], [0.645, -2.944, -3.236], [0.525, -4.478, -3.226], [0.286, -2.397, -4.627], [1.427, -2.531, -5.634], [2.603, -1.795, -5.038], [3.099, -2.403, -3.729], [3.785, -3.751, -4.002], [4.137, -1.452, -3.148], [1.968, -2.485, -2.833], [2.308, -2.901, -1.531], [-0.463, -2.971, -1.339], [-0.134, -1.347, -2.027], [-1.384, -2.410, -2.710], [-0.524, -4.774, -3.324], [1.078, -4.976, -4.022], [0.905, -4.865, -2.277], [-0.632, -2.880, -4.967], [0.071, -1.329, -4.510], [1.619, -3.580, -5.863], [1.109, -2.041, -6.559], [2.278, -0.771, -4.814], [3.439, -1.646, -5.729], [4.566, -3.627, -4.758], [3.111, -4.530, -4.351], [4.281, -4.112, -3.097], [4.337, -1.688, -2.103], [3.743, -0.428, -3.142], [5.051, -1.443, -3.739], [2.158, -2.119, -0.963], [0.946, 1.829, 5.374], [0.032, 3.000, 5.035], [-1.251, 2.913, 5.883], [0.784, 4.283, 5.316], [0.128, 5.526, 4.698], [0.010, 5.325, 3.205], [-0.792, 4.070, 2.829], [-2.287, 4.301, 3.068], [-0.516, 3.760, 1.367], [-0.252, 2.949, 3.606], [-0.901, 1.745, 3.259], [1.831, 1.853, 4.736], [1.275, 1.889, 6.415], [0.437, 0.868, 5.285], [-1.999, 2.300, 5.372], [-1.091, 2.423, 6.844], [-1.711, 3.894, 6.012], [0.884, 4.439, 6.395], [1.819, 4.241, 4.956], [-0.831, 5.679, 5.203], [0.721, 6.418, 4.910], [1.015, 5.238, 2.784], [-0.495, 6.162, 2.712], [-2.495, 5.029, 3.857], [-2.806, 3.387, 3.358], [-2.776, 4.687, 2.168], [-0.975, 2.825, 1.049], [0.555, 3.744, 1.186], [-0.957, 4.546, 0.745], [-0.287, 1.259, 2.695], [1.223, 4.750, -1.702], [1.093, 3.548, -2.627], [2.458, 2.821, -2.727], [0.042, 2.630, -2.029], [-0.437, 1.540, -2.978], [-0.907, 2.146, -4.294], [0.049, 3.139, -4.946], [1.151, 2.398, -5.717], [-0.752, 4.032, -5.885], [0.602, 4.047, -3.914], [1.587, 4.893, -4.493], [1.507, 4.387, -0.713], [1.980, 5.454, -2.046], [0.268, 5.272, -1.634], [3.032, 3.220, -3.563], [3.032, 3.024, -1.822], [2.337, 1.747, -2.871], [0.475, 2.154, -1.141], [-0.818, 3.212, -1.682], [0.368, 0.825, -3.171], [-1.257, 1.002, -2.502], [-1.936, 2.511, -4.253], [-0.981, 1.317, -5.018], [2.020, 3.025, -5.920], [0.751, 2.043, -6.666], [1.539, 1.578, -5.108], [-1.538, 4.531, -5.314], [-1.204, 3.465, -6.700], [-0.130, 4.824, -6.304], [1.161, 5.754, -4.514], [-1.693, -4.794, 0.643], [-0.676, -4.614, 1.790], [0.632, -5.280, 1.348], [-0.393, -3.129, 2.031], [-1.424, -2.421, 2.899], [-1.617, -3.204, 4.201], [-2.090, -4.625, 3.919], [-2.090, -5.401, 5.233], [-3.517, -4.670, 3.350], [-1.102, -5.240, 3.032], [-1.393, -6.610, 2.815], [-1.216, -4.917, -0.330], [-2.353, -5.647, 0.809], [-2.375, -3.939, 0.523], [1.362, -5.265, 2.160], [0.431, -6.321, 1.085], [1.045, -4.801, 0.459], [0.630, -2.994, 2.399], [-0.394, -2.591, 1.076], [-1.197, -1.385, 3.157], [-2.355, -2.413, 2.321], [-2.370, -2.700, 4.812], [-0.657, -3.239, 4.718], [-2.719, -4.905, 5.972], [-1.086, -5.506, 5.652], [-2.473, -6.412, 5.076], [-3.689, -3.944, 2.561], [-4.235, -4.461, 4.153], [-3.767, -5.689, 3.051], [-0.714, -7.064, 3.322], [2.187, 1.289, 1.396], [2.779, 0.378, 0.338], [4.092, -0.249, 0.777], [1.859, -0.709, 0.122], [1.179, 1.611, 1.141], [2.811, 2.180, 1.512], [2.180, 0.753, 2.348], [2.960, 0.880, -0.617], [4.294, -1.118, 0.153], [4.062, -0.563, 1.821], [4.904, 0.474, 0.662], [0.960, -0.362, 0.253], [-4.122, -0.597, -0.365], [-4.066, 0.729, 0.366], [-3.790, 0.598, 1.854], [-3.049, 1.562, -0.266], [-4.201, -0.430, -1.440], [-4.964, -1.195, -0.021], [-3.214, -1.190, -0.226], [-5.026, 1.227, 0.198], [-4.366, -0.189, 2.333], [-3.998, 1.555, 2.347], [-2.717, 0.518, 2.038], [-3.295, 2.477, -0.101], [-0.848, -0.043, 0.295], [-1.519, 0.649, 0.152], [-1.328, -0.870, 0.179]]
}